[1]
Entry from the OMol25 dataset: one molecule with the formula C5H6N2 (the ωB97M-V functional and the def2-TZVPD basis).

Output
highest occupied orbital energy	-9.84	eV
energy above the lowest of the compared OMol25 structures with the same formula, charge and spin	226.0	kJ/mol
maximum force	0.91	eV/A
structure (SMILES)	N#C[C@H]1[C@H]2CCN21
E_LUMO	0.0351	hartree

Geometry as XYZ:
```
13
C5H6N2, DFT the ωB97M-V functional and the def2-TZVPD basis
N -2.4848 1.1008 0.7289
C -1.8077 0.5900 -0.0562
C -0.8786 -0.0044 -0.9967
C 0.5764 0.2600 -0.8993
C 1.0067 0.4795 0.5399
C 0.3974 -0.9124 0.8056
N 0.0290 -1.1017 -0.6334
H -1.2859 -0.1428 -1.9919
H 1.1446 0.5030 -1.7904
H 2.0845 0.5043 0.7046
H 0.5385 1.3383 1.0246
H 1.1347 -1.6705 1.0763
H -0.4547 -0.9440 1.4879
```

These are the Mulliken partial charges, in e, on atoms 1 to 4: -0.446 0.128 0.181 -0.149


[2]
Entry from the OMol25 dataset: one molecule with the formula C5H6N2 (the ωB97M-V functional and the def2-TZVPD basis).

Output
highest occupied orbital energy	-9.56	eV
energy above the lowest of the compared OMol25 structures with the same formula, charge and spin	328.1	kJ/mol
maximum force	5.23	eV/A
structure (SMILES)	C=C1C=NN=C1C
E_LUMO	-0.0227	hartree

Geometry as XYZ:
```
13
C5H6N2, DFT the ωB97M-V functional and the def2-TZVPD basis
C -0.5104 1.9261 0.0825
C 0.1319 0.7897 -0.1397
C 1.5880 0.5001 0.0204
N 1.6647 -0.8135 -0.0169
N 0.3968 -1.4464 0.0569
C -0.5721 -0.5515 0.0170
C -2.0116 -0.6400 -0.0055
H 0.0297 2.7780 -0.0481
H -1.5730 2.0471 0.1166
H 2.6197 0.9702 -0.0344
H -2.3938 -0.5251 1.1175
H -2.5237 0.0983 -0.8322
H -2.3440 -1.6956 -0.4478
```

These are the Mulliken partial charges, in e, on atoms 1 to 4: -0.860 0.806 -0.520 -0.415